1.
Formula: C56H120F3N5O3S
Source: the OMol25 dataset
Level of theory: ωB97M-V with the def2-TZVPD basis set

## Properties
E in eV: -92560.053
LUMO energy in eV: -5.776
Net charge: +4

The geometry in XYZ format:
```
188
C56H120F3N5O3S, DFT ωB97M-V with the def2-TZVPD basis set
S 0.137 -1.269 1.472
F 0.491 1.226 1.817
F -1.623 0.798 1.318
F -0.718 0.368 3.367
O 0.504 -1.284 0.041
O -0.927 -2.216 1.695
O 1.329 -1.549 2.301
N 3.923 -8.100 2.146
N -8.564 7.267 -5.161
N 4.951 1.872 -2.155
N 3.018 3.453 7.274
N -4.342 -4.920 -2.194
C 6.035 -6.379 5.641
C 4.605 -5.984 3.405
C 5.264 -8.229 1.384
C -4.704 -4.802 -0.620
C -6.078 -6.854 -2.543
C 3.170 2.208 6.402
C 4.944 -5.474 4.903
C 4.819 1.234 -0.766
C -2.842 -4.593 -2.279
C 6.336 2.466 -2.005
C 3.986 -7.339 3.513
C -5.209 -3.746 -2.852
C 2.564 2.679 -2.563
C 2.080 4.967 5.382
C -7.111 7.162 -4.728
C -10.849 8.309 -4.644
C -7.928 5.869 -7.230
C -8.541 5.172 -8.561
C 4.341 5.650 9.493
C 5.284 0.292 -5.650
C -2.236 -4.571 -3.700
C -5.332 5.847 -3.260
C -5.380 -2.681 -1.822
C 3.105 -9.411 2.180
C -1.184 -3.514 -3.905
C 6.109 1.512 0.063
C 0.695 5.467 4.822
C -6.727 5.990 -3.872
C 2.503 -8.255 0.209
C 5.594 5.058 10.081
C -10.329 8.931 -5.918
C -4.685 -6.267 -2.838
C 7.173 1.724 -0.992
C 4.005 3.099 -2.324
C 1.702 4.238 6.714
C 1.546 5.118 -2.752
C 6.486 -8.843 2.248
C 4.308 5.593 8.008
C 2.747 2.824 8.642
C 1.872 1.544 8.310
C 2.918 -7.304 1.216
C 5.328 1.294 -4.582
C 7.619 -9.603 1.526
C 4.884 0.839 -3.217
C 2.594 -9.603 0.824
C 2.534 1.005 7.073
C -8.984 6.170 -6.095
C -5.315 4.883 -1.970
C -0.477 0.440 2.010
C -9.652 7.531 -4.001
C -0.542 -4.028 -5.226
C 1.480 3.720 -2.062
C -5.516 -3.433 -0.526
C -6.415 -8.143 -3.140
C 4.372 4.158 7.289
C -8.907 8.543 -6.027
H 6.378 1.586 -4.617
H -4.566 -3.500 -3.696
H -5.288 3.812 -2.169
H -7.889 4.821 -9.362
H -6.220 -4.126 -3.002
H 3.567 2.688 9.347
H 1.381 4.877 7.537
H -7.349 -8.561 -2.764
H 0.505 3.339 -2.365
H 1.997 0.827 9.121
H -2.424 -5.397 -1.674
H 0.305 -3.362 -5.391
H -9.167 5.936 -9.022
H 3.162 -10.328 0.241
H 1.113 5.910 -2.141
H -5.441 -5.589 -0.458
H -6.582 -7.899 -4.189
H -6.871 -6.147 -2.789
H 4.426 4.371 6.221
H 7.019 2.732 -2.812
H 3.726 -10.160 2.672
H -9.893 6.541 -3.615
H -7.372 6.761 -7.518
H 6.144 0.727 0.819
H 1.826 0.511 6.408
H 1.559 -9.885 1.018
H 5.403 -7.248 0.930
H -11.375 9.009 -3.995
H 2.549 5.369 -3.099
H 0.299 6.236 5.485
H 4.963 -4.393 5.041
H 2.400 2.417 -3.608
H -6.211 5.079 -1.381
H 3.600 6.246 7.498
H 3.895 -5.294 2.949
H -10.538 10.000 -5.970
H 7.908 2.485 -0.728
H 6.216 2.331 0.776
H 6.208 -0.283 -5.605
H 5.156 6.093 7.539
H -6.294 -7.077 -1.498
H -6.525 7.195 -5.647
H -9.178 8.135 -3.226
H 3.478 -6.455 0.824
H -5.712 -8.975 -3.194
H 2.740 4.374 4.748
H -4.514 -6.101 -3.902
H 4.144 3.718 -1.437
H -6.550 -3.590 -0.219
H 0.980 3.422 6.686
H -1.592 -2.504 -3.942
H 4.502 -0.421 -5.389
H 3.463 5.252 10.001
H 4.255 2.102 6.395
H 4.307 6.727 9.660
H 6.413 5.399 9.447
H 6.993 -6.281 5.131
H 5.044 3.466 7.795
H 0.855 1.934 8.260
H 3.851 0.514 -3.087
H 5.725 -7.408 5.825
H 5.502 -5.894 2.793
H 7.500 -10.659 1.767
H 3.252 -8.346 -0.578
H -4.527 5.504 -3.910
H 1.469 -8.065 -0.080
H -0.443 -3.548 -3.106
H 2.824 2.291 5.371
H 6.174 -9.503 3.057
H -6.942 5.059 -4.397
H 3.438 0.417 7.230
H -7.411 5.931 -3.025
H -6.880 8.115 -4.252
H 5.139 -9.047 0.673
H 0.961 5.128 -3.672
H -3.809 -4.950 -0.015
H 2.140 -6.871 1.844
H 2.392 1.785 -1.964
H -9.119 5.236 -5.551
H 2.010 3.387 9.214
H -8.351 9.336 -5.526
H 2.233 -9.206 2.800
H 7.610 -9.484 0.443
H -3.028 -4.585 -4.449
H -1.737 -5.537 -3.770
H 4.374 3.574 -3.234
H 5.263 0.656 -6.678
H -0.081 4.747 4.565
H -6.158 -1.919 -1.833
H 4.043 -5.481 5.515
H 0.783 5.983 3.866
H -4.446 5.147 -1.366
H -1.218 -4.099 -6.078
H -2.733 -3.593 -1.859
H 5.602 3.969 10.031
H 6.951 -7.896 2.518
H 4.905 0.163 -0.951
H 7.763 0.875 -1.337
H -10.768 8.465 -6.800
H 6.297 3.412 -1.466
H -4.894 6.820 -3.038
H -10.015 6.098 -6.442
H 1.687 3.951 -1.016
H 0.047 -4.887 -4.905
H 6.117 -5.974 6.649
H 5.845 5.408 11.082
H -3.951 -6.974 -2.452
H 4.591 -8.101 4.005
H -8.426 8.558 -7.005
H 4.625 2.087 -4.833
H 5.555 0.047 -2.885
H -4.515 -2.029 -1.944
H -5.075 -2.927 0.333
H 3.003 -7.457 3.968
H -7.240 5.112 -6.855
H 3.901 1.455 -0.221
H -11.526 7.480 -4.851
H -9.079 4.262 -8.295
H 2.595 5.901 5.607
H 8.638 -9.410 1.859
```

---

2.
Formula: C56H120F3N5O3S
Source: the OMol25 dataset
Level of theory: ωB97M-V with the def2-TZVPD basis set

## Properties
E in eV: -92523.656
LUMO energy in eV: -7.874
Net charge: +4

The geometry in XYZ format:
```
188
C56H120F3N5O3S, DFT ωB97M-V with the def2-TZVPD basis set
S 0.655 -1.305 0.619
F -1.512 -0.809 -1.017
F -1.364 0.602 0.660
F -2.025 -1.314 0.946
O 0.526 -2.411 1.498
O 1.394 -0.178 1.232
O 1.208 -1.563 -0.741
N 0.373 -4.657 -1.334
N 2.743 2.482 1.574
N 2.275 3.146 -3.557
N -5.503 3.561 -1.783
N 0.551 -1.336 4.375
C 0.535 1.938 -2.008
C 0.512 -4.469 -2.877
C 6.244 3.993 2.611
C -7.339 2.010 -3.048
C 2.209 6.202 -1.161
C -0.529 -3.452 3.236
C -5.752 5.855 -0.943
C 5.010 3.036 2.720
C 3.869 -1.237 1.556
C 2.589 2.783 -5.983
C 0.443 2.786 0.807
C -5.328 4.562 -2.916
C -2.145 1.379 3.155
C 1.770 4.452 -2.912
C -1.211 -0.660 0.280
C -2.641 -8.215 0.216
C -5.845 5.830 -2.352
C 4.191 3.067 1.425
C 3.830 3.521 -5.438
C -4.498 2.331 -2.043
C 2.742 4.844 -1.717
C -0.892 -2.614 -2.194
C 3.910 0.204 1.246
C -3.205 -0.733 -0.322
C -7.014 3.020 -1.910
C -0.534 -3.441 -0.913
C 1.897 2.644 0.285
C 2.934 1.019 2.156
C -4.446 1.361 -0.965
C 0.149 0.620 -1.398
C -0.286 -2.693 4.542
C 0.527 3.693 1.966
C 1.687 -4.442 -0.521
C 1.877 3.413 2.583
C -0.174 -0.506 -2.421
C -0.824 -6.385 0.266
C 1.484 3.013 -4.928
C 1.902 1.915 -2.646
C -0.136 -0.183 3.575
C 2.388 -1.443 6.020
C -5.093 4.445 -0.501
C 4.094 -5.080 0.207
C -1.508 0.353 4.105
C 4.921 -2.088 0.906
C 2.789 -5.474 -0.619
C 0.987 -0.852 5.787
C 0.196 -3.008 -3.151
C 3.761 3.053 -4.000
C 1.929 -1.581 3.714
C -8.699 1.361 -3.027
C -1.164 -5.646 2.137
C -3.355 0.368 -1.302
C -0.307 -6.107 -1.140
C 2.843 -2.264 4.798
C -1.162 -7.846 0.443
C -1.028 -4.927 3.444
H -3.040 -7.742 -0.682
H -1.450 2.219 3.138
H 0.348 -3.256 5.227
H -3.257 -0.452 0.730
H 4.487 3.455 -3.294
H -7.181 2.753 -0.867
H -2.164 -0.481 4.354
H 3.236 1.071 3.202
H -0.249 -0.653 2.598
H 2.406 3.167 -6.986
H -5.427 0.889 -0.931
H -4.191 1.736 0.026
H 0.816 0.216 5.922
H 4.779 3.300 -5.927
H 4.370 -4.026 0.202
H 1.727 -2.047 2.749
H 4.882 -3.133 1.215
H -4.038 4.405 -0.231
H 1.925 5.296 -3.584
H -0.453 -8.495 -0.071
H -8.734 0.378 -3.497
H 3.189 -0.713 6.135
H 0.500 -6.760 -1.471
H 3.664 4.592 -5.550
H -0.697 0.746 -0.722
H -5.708 4.089 -3.822
H -3.300 -7.966 1.048
H -7.586 3.924 -2.118
H 0.641 2.326 -4.850
H 2.999 1.774 -6.034
H -0.404 3.618 2.528
H 2.111 6.954 -1.945
H 5.296 2.014 2.968
H -2.328 -1.331 -0.571
H -5.176 6.731 -0.647
H -1.119 -0.273 -2.913
H 1.204 6.151 -0.741
H -2.345 0.759 -1.174
H 6.026 5.057 2.525
H 1.505 -4.791 -3.190
H 2.683 -3.330 4.630
H -3.126 1.730 3.473
H 0.296 -3.499 2.525
H -8.991 1.254 -1.983
H 3.897 -2.087 4.585
H -1.798 -2.930 -2.711
H 2.660 1.806 -1.871
H 0.703 4.338 -2.722
H 0.897 0.192 -0.731
H 5.113 -1.994 -0.162
H 0.106 -2.737 -0.382
H 4.919 0.569 1.437
H 2.999 -5.762 -1.649
H -5.622 3.996 0.340
H 2.148 1.783 -0.334
H -9.398 2.034 -3.524
H -1.380 -2.988 2.738
H 2.546 -6.455 -0.212
H 2.830 6.653 -0.387
H 3.984 -1.257 2.640
H -1.118 -6.045 -1.867
H 2.810 4.116 -0.908
H 4.826 2.537 0.716
H 2.241 3.476 -0.330
H -0.167 2.300 -2.759
H 0.502 2.681 -1.211
H -4.309 4.827 -3.198
H 3.584 0.254 0.207
H -0.208 -5.569 1.618
H -6.869 5.984 -2.694
H -0.993 -1.552 -1.972
H 2.407 -0.608 3.600
H 2.447 4.306 2.838
H -0.188 3.265 0.058
H -4.070 -1.363 -0.529
H -3.464 -0.172 -2.243
H -2.151 1.019 2.126
H 0.610 -0.586 -3.173
H 1.874 0.823 1.996
H 5.003 -5.573 -0.139
H -3.547 2.836 -2.213
H -0.872 -8.104 1.461
H -0.074 -6.054 0.984
H -4.688 1.929 -3.039
H -0.356 -5.482 4.099
H -5.349 6.705 -2.771
H 6.939 4.086 3.445
H 0.640 4.710 1.589
H 2.021 -3.457 -0.849
H -7.066 2.329 -4.054
H 3.949 1.980 -4.052
H -1.244 -2.649 5.059
H 3.737 4.973 -2.143
H 1.097 -2.414 -2.994
H -6.730 1.133 -2.834
H -1.345 -3.787 -0.272
H 2.886 -1.613 1.275
H 2.509 -2.098 6.883
H -0.064 -2.828 -4.194
H 0.671 0.533 3.418
H 3.971 4.044 0.994
H 4.358 3.383 3.522
H -6.752 5.892 -0.510
H 0.052 1.861 1.231
H 2.060 1.142 -3.399
H -1.491 -6.683 2.222
H -2.034 -4.804 3.844
H -2.741 -9.278 -0.006
H 0.220 -1.232 6.462
H 6.889 3.520 1.871
H 3.979 -5.174 1.287
H 1.057 3.944 -5.302
H 1.364 -4.286 0.509
H -0.176 -5.122 -3.414
H -1.461 0.732 5.126
H -0.247 -1.434 -1.854
H -1.693 -5.775 0.511
H 5.866 -1.962 1.435
H 1.545 2.689 3.327
H -1.796 -5.068 1.463
```

---

- Among the records above, which one has the lowest LUMO energy?
  number 2

---

- Which value of E does entry 2 give?
  -92523.656 eV

---

- Which value of LUMO energy does entry 2 give?
  -7.874 eV